(1)
ORCA calculation (wB97M-V/def2-TZVPD) on the ion C9H13N3 with charge +2.

```
25
C9H13N3 wB97M-V/def2-TZVPD
C -0.93658 0.20297 1.38391
C -1.31948 -0.12690 -0.08060
C -2.72818 -0.54325 -0.25373
C -0.83596 1.03500 -1.07560
N 0.40831 1.67431 -0.84741
C 1.33206 0.83505 -0.43011
C 2.53386 1.26455 0.14024
C 3.52328 0.34620 0.45684
N 3.27914 -0.93686 0.05990
C 2.05334 -1.39116 -0.38397
N 1.03194 -0.50658 -0.54607
C -0.31564 -0.69817 -0.96026
H -0.12759 0.75692 1.43598
H -0.77926 -0.68923 1.92230
H -1.81881 0.69304 1.80686
H -3.35025 0.39233 -0.42822
H -3.11826 -1.04381 0.71404
H -2.83169 -1.32157 -1.03762
H -1.51936 1.61025 -1.81350
H 0.33890 2.76510 -0.89611
H 2.54831 2.34349 0.33408
H 4.33216 0.64628 1.17643
H 4.09229 -1.53712 0.26590
H 1.94387 -2.54417 -0.23174
H -0.40878 -1.56866 -1.59589
```

net charge: +2
gap between HOMO and LUMO: 0.282 hartree
LUMO energy: -9.29 eV
highest occupied orbital energy: -0.6239 hartree


(2)
ORCA calculation (wB97M-V/def2-TZVPD) on a cluster of 2 separate species, C4H8O in total.

```
13
C4H8O wB97M-V/def2-TZVPD
C -1.57804 0.55192 0.28711
C -0.30270 0.28018 -0.50903
C 1.10203 -2.15487 -0.06622
C 0.88524 1.02219 0.02919
O 1.89980 0.48163 0.40526
H -2.41505 -0.00152 -0.14542
H -1.46978 0.23013 1.32725
H -1.84369 1.61401 0.28514
H -0.44323 0.56530 -1.55906
H 2.03485 -1.93079 -0.61784
H -0.07124 -0.79972 -0.49683
H 1.40627 -1.98421 0.98360
H 0.79555 2.12574 0.07685
```

gap between HOMO and LUMO (spin up / spin down): 0.314 / 0.314 hartree
LUMO energy (spin up / spin down): -0.48 / -0.47 eV
highest occupied orbital energy (spin up / spin down): -0.3321 / -0.3309 hartree


no.,energy (eV)
1,-13994.2210
2,-6320.1236